# 1
{
  "formula": "C5H16NO2",
  "method": "the ωB97M-V functional and the def2-TZVPD basis",
  "homo_ev": -14.862,
  "orbital_gap_ev": 11.7,
  "charge": 1,
  "lumo_energy_ev": -3.19,
  "total_energy_ha": -405.08053,
  "symbols": ["C", "O", "C", "C", "C", "C", "N", "H", "H", "H", "H", "H", "H", "H", "H", "H", "H", "H", "H", "H", "H", "H", "H", "O"],
  "coordinates": [[0.1419, 1.8007, -0.0149], [-0.9923, 2.5692, -0.4720], [-0.1897, 0.2883, 0.0098], [0.9809, -0.5965, -0.3407], [1.3368, -0.6798, -1.8683], [0.7909, -2.0268, 0.1561], [-1.3303, 0.1243, -1.0543], [0.8852, 2.0628, -0.7705], [0.4406, 2.2903, 0.9213], [-1.4719, 2.8826, 0.2975], [-0.6185, -0.0451, 0.9631], [1.9271, -0.2772, 0.0665], [1.4986, 0.3345, -2.2565], [0.5752, -1.1786, -2.4674], [2.2850, -1.1994, -1.9930], [0.7834, -2.2264, 1.2158], [0.0089, -2.4872, -0.4730], [1.6453, -2.6869, -0.0413], [-1.0583, -0.6201, -1.6946], [-2.2132, -0.0498, -0.5796], [-1.4969, 0.9977, -1.5577], [-1.2546, -1.4549, 3.4318], [0.2878, -1.4462, 3.6146], [-0.4326, -1.0869, 3.1075]],
  "lowdin_charge": [-0.145, -0.075, -0.196, -0.376, -0.046, -0.069, 0.242, 0.128, 0.145, 0.104, 0.130, 0.145, 0.085, 0.073, 0.096, 0.063, 0.094, 0.093, 0.135, 0.172, 0.149, 0.050, 0.044, -0.041]
}

=====

# 2
{
  "formula": "C30H42ClN11O3",
  "method": "the ωB97M-V functional and the def2-TZVPD basis",
  "homo_ev": -8.696,
  "orbital_gap_ev": 8.0,
  "charge": 0,
  "lumo_energy_ev": -0.73,
  "total_energy_ha": -2456.17138,
  "symbols": ["C", "C", "C", "C", "C", "C", "Cl", "C", "O", "O", "C", "O", "H", "H", "H", "H", "H", "H", "H", "H", "H", "C", "C", "N", "H", "H", "H", "C", "C", "N", "H", "H", "H", "C", "C", "N", "H", "H", "H", "C", "C", "N", "H", "H", "H", "C", "C", "N", "H", "H", "H", "C", "C", "N", "H", "H", "H", "C", "C", "N", "H", "H", "H", "C", "C", "N", "H", "H", "H", "C", "C", "N", "H", "H", "H", "C", "C", "N", "H", "H", "H", "C", "C", "N", "H", "H", "H"],
  "coordinates": [[4.9430, 2.6618, 1.0164], [4.0721, 3.8883, 0.4348], [2.8090, 3.8915, -0.2584], [1.8728, 2.6307, -0.6191], [0.7380, 2.5246, 0.5466], [-0.3572, 3.7108, 0.5196], [-1.7810, 3.4173, 1.6986], [2.3957, 5.4195, -0.6673], [1.2921, 5.8038, -1.2008], [3.5411, 6.2809, -0.3565], [4.4017, 5.4902, 0.4855], [5.3362, 5.8240, 1.2860], [4.5558, 1.6600, 0.5642], [4.9491, 2.6150, 2.1720], [6.0579, 2.7535, 0.6937], [2.4824, 1.6342, -0.5546], [1.4405, 2.6675, -1.6891], [0.2501, 1.4664, 0.5291], [1.3135, 2.6217, 1.5559], [0.0922, 4.7329, 0.8626], [-0.7259, 3.8466, -0.5772], [-2.9777, 3.5447, 5.9582], [-1.6935, 3.0200, 5.3735], [-0.6701, 2.6015, 4.9055], [-3.4719, 2.7599, 6.5333], [-2.7688, 4.3911, 6.6169], [-3.6430, 3.8716, 5.1585], [-3.7245, 0.1105, 2.2106], [-4.0149, 1.0833, 3.3220], [-4.2467, 1.8607, 4.2077], [-4.6388, -0.4113, 1.9251], [-3.3339, 0.6439, 1.3432], [-2.9847, -0.6218, 2.5416], [7.3856, -0.8922, -0.4959], [5.9436, -0.5099, -0.7162], [4.7951, -0.2051, -0.8908], [7.8916, -0.1147, 0.0802], [7.4411, -1.8350, 0.0525], [7.8911, -1.0094, -1.4566], [-6.9491, -3.5744, 2.5993], [-6.1259, -2.8892, 1.5379], [-5.4584, -2.3256, 0.6820], [-6.9418, -2.9819, 3.5169], [-7.9798, -3.6862, 2.2560], [-6.5348, -4.5624, 2.8103], [-3.0710, 0.5860, -1.9620], [-3.8936, -0.3184, -1.0816], [-4.5535, -1.0520, -0.3750], [-2.9123, 1.5451, -1.4644], [-2.1013, 0.1260, -2.1663], [-3.5911, 0.7567, -2.9070], [-6.6351, -0.4030, -4.9644], [-5.6449, 0.7117, -4.7526], [-4.8550, 1.6003, -4.5837], [-7.1446, -0.6306, -4.0258], [-7.3760, -0.1053, -5.7091], [-6.1174, -1.2983, -5.3148], [3.1147, -3.1332, 0.8992], [4.4313, -2.9324, 1.6012], [5.4828, -2.7694, 2.1577], [2.5905, -3.9888, 1.3299], [2.4942, -2.2417, 1.0114], [3.2850, -3.3174, -0.1637], [8.0243, -5.6833, 1.4009], [8.8310, -4.9813, 0.3403], [9.4739, -4.4217, -0.5054], [8.0376, -5.1006, 2.3243], [6.9909, -5.7973, 1.0671], [8.4463, -6.6711, 1.5969], [-5.5313, 4.0329, -1.4664], [-5.3087, 2.8554, -0.5547], [-5.1310, 1.9157, 0.1717], [-5.0235, 3.8666, -2.4190], [-6.5997, 4.1636, -1.6504], [-5.1356, 4.9401, -1.0051], [-5.5266, -5.0571, -0.9873], [-6.2098, -5.5582, -2.2327], [-6.7543, -5.9576, -3.2257], [-5.3529, -3.9819, -1.0631], [-6.1514, -5.2556, -0.1144], [-4.5680, -5.5649, -0.8616], [7.1331, -2.1402, -4.4483], [6.3158, -3.0384, -3.5578], [5.6641, -3.7543, -2.8478], [7.3019, -1.1810, -3.9544], [8.0976, -2.6059, -4.6613], [6.6050, -1.9685, -5.3884]],
  "lowdin_charge": [-0.039, -0.048, -0.051, -0.131, -0.244, -0.550, 0.465, -0.226, 0.058, 0.069, -0.268, 0.067, 0.042, 0.100, 0.096, 0.104, 0.125, 0.114, 0.124, 0.081, 0.089, -0.125, -0.276, 0.089, 0.065, 0.070, 0.045, -0.110, -0.204, 0.122, 0.029, 0.016, 0.082, -0.053, -0.228, 0.115, 0.080, 0.059, 0.064, -0.067, -0.142, 0.028, 0.076, 0.077, 0.074, -0.068, -0.170, 0.038, 0.057, 0.075, 0.016, -0.059, -0.212, 0.110, 0.081, 0.079, 0.081, -0.069, -0.238, 0.103, 0.075, 0.076, 0.073, -0.076, -0.243, 0.094, 0.074, 0.073, 0.074, -0.056, -0.193, 0.159, 0.066, 0.078, 0.079, -0.084, -0.242, 0.090, 0.044, 0.062, 0.079, -0.069, -0.245, 0.104, 0.065, 0.081, 0.078]
}

=====

charge of number 1 (C5H16NO2)?
+1

=====

Which of these has the lowest charge?
C30H42ClN11O3

=====

charge of number 1 (C5H16NO2)?
+1